Entry 1:
32
Properties=species:S:1:pos:R:3:forces:R:3 method="wB97M-V/def2-TZVPD" e_lumo_ev=-1.283 total_energy_ev=-119019.873 relative_energy_kj_mol=0.0 e_homo_ev=-9.31
Ti 1.205 -1.597 1.281 0.0 -0.7 0.6
Cl 1.760 1.846 -4.142 0.0 0.0 0.1
C 2.066 1.186 -2.582 0.0 0.0 -0.1
C 2.843 1.888 -1.658 0.0 0.1 0.0
Cl 3.505 3.421 -2.073 0.0 -0.1 0.0
C 3.079 1.365 -0.387 0.3 0.2 0.2
Cl 4.000 2.203 0.797 0.0 0.0 -0.1
C 2.545 0.136 -0.061 0.0 -0.2 0.2
O 2.643 -0.499 1.133 0.5 0.7 -0.4
C 1.770 -0.559 -0.988 0.0 -0.4 0.1
O 1.262 -1.732 -0.500 0.2 0.3 -1.2
C 1.518 -0.051 -2.243 -0.1 -0.1 -0.2
Cl 0.514 -0.943 -3.314 0.0 0.1 0.0
Cl -5.263 2.683 -1.335 0.1 0.0 0.0
C -3.991 1.746 -0.622 -0.1 0.0 0.0
C -2.682 2.195 -0.724 0.1 0.0 0.0
C -1.672 1.449 -0.142 0.0 0.1 0.0
C -1.978 0.255 0.504 0.0 -0.1 0.1
C -3.290 -0.194 0.582 -0.1 -0.1 -0.1
C -4.307 0.563 0.029 -0.1 0.0 0.0
C -0.901 -0.559 1.075 0.0 0.4 0.2
O -0.910 -1.803 1.162 -0.2 0.1 -0.1
O 0.208 0.021 1.455 -0.6 0.4 -0.2
H -2.465 3.116 -1.246 0.0 0.0 0.0
H -0.645 1.785 -0.196 0.0 0.0 0.0
H -3.510 -1.132 1.076 0.0 0.0 0.0
H -5.337 0.241 0.092 0.0 0.0 0.0
F 2.844 -2.924 2.239 -0.1 -0.1 0.1
B 1.638 -3.519 2.668 0.2 -0.5 0.4
F 0.948 -3.736 1.424 0.0 0.0 0.2
F 1.684 -4.532 3.525 0.0 0.2 -0.2
F 0.919 -2.319 3.174 0.0 -0.3 0.3

Entry 2:
91
Properties=species:S:1:pos:R:3:forces:R:3 method="wB97M-V/def2-TZVPD" e_lumo_ev=-0.034 total_energy_ev=-62710.250 relative_energy_kj_mol=0.0 smiles="NC(N)=O.NC(N)=O.NC(N)=O.NC(N)=O.NC(N)=O.NC(N)=O.NC(N)=O.NC(N)=O.CCO.CO.CO.CO" e_homo_ev=-8.94
N -9.992 -0.880 -20.557 -1.7 -0.5 0.1
C -8.683 -1.038 -20.880 -2.6 0.9 0.9
N -7.930 -0.466 -19.902 2.5 -0.7 -1.2
O -8.313 -1.519 -21.952 0.8 0.2 0.5
H -10.780 -1.224 -21.094 0.7 -0.1 -0.8
H -10.358 -0.611 -19.658 0.8 0.2 0.3
H -8.257 -0.097 -19.033 -0.2 -0.1 0.0
H -6.943 -0.615 -20.053 0.0 0.3 0.5
N -14.526 -2.918 -19.108 -1.7 -0.2 0.8
C -13.267 -2.471 -19.177 1.9 0.3 -0.3
N -12.443 -3.305 -19.879 -1.2 0.3 0.7
O -12.927 -1.386 -18.683 0.1 0.0 -0.5
H -15.164 -2.344 -18.565 0.1 0.0 -0.3
H -14.727 -3.902 -19.044 0.2 -0.1 -0.2
H -12.971 -4.065 -20.270 0.6 -0.2 -0.7
H -11.507 -3.083 -20.168 0.0 0.1 0.1
N -8.311 1.095 -23.984 -0.3 -0.1 0.0
C -8.968 0.413 -24.942 0.0 0.2 -2.0
N -9.353 -0.845 -24.631 0.0 0.6 0.6
O -9.138 0.892 -26.080 0.1 0.1 0.8
H -7.871 1.939 -24.301 0.0 0.1 0.5
H -8.230 0.671 -23.075 0.4 0.4 0.1
H -9.625 -1.430 -25.407 0.0 -0.3 0.3
H -8.872 -1.149 -23.794 -0.2 -1.2 -0.1
N -17.971 0.567 -18.180 -1.3 -0.8 0.3
C -17.147 -0.180 -18.965 2.6 1.7 1.9
N -16.368 0.661 -19.731 -0.2 -1.4 -0.9
O -16.873 -1.353 -18.729 -1.1 0.1 -0.8
H -18.014 1.563 -18.239 -0.1 0.1 -0.1
H -18.525 0.098 -17.484 0.1 0.1 -0.1
H -15.550 0.263 -20.170 0.0 0.2 0.1
H -16.372 1.645 -19.564 0.0 0.2 -0.1
N -11.555 -6.167 -25.486 1.0 0.0 1.0
C -11.579 -4.796 -25.401 -0.3 0.7 -0.8
N -12.730 -4.217 -25.817 0.6 0.2 0.5
O -10.658 -4.107 -24.973 -0.3 -0.9 0.3
H -12.037 -6.695 -26.188 0.1 0.1 -0.2
H -10.664 -6.478 -25.125 -0.1 -0.6 -0.4
H -13.530 -4.691 -26.185 0.0 0.1 0.1
H -12.712 -3.255 -25.509 -0.8 0.0 -1.1
N -15.648 -6.008 -21.889 0.5 0.6 -1.2
C -14.431 -5.807 -22.501 -0.2 -0.4 1.4
N -14.483 -5.809 -23.850 1.0 0.1 0.3
O -13.403 -5.681 -21.841 0.0 0.2 -0.3
H -15.663 -6.273 -20.923 -0.3 -0.2 -0.1
H -16.338 -6.220 -22.585 -0.8 -0.5 0.9
H -13.566 -5.760 -24.268 -0.3 0.0 -0.4
H -15.321 -5.929 -24.381 0.0 0.0 -0.1
N -10.670 -5.662 -19.798 -0.3 -1.1 0.7
C -9.429 -5.500 -20.315 1.9 0.1 0.9
N -9.349 -4.521 -21.226 -0.4 1.1 -1.5
O -8.420 -6.049 -19.863 -0.9 0.1 -0.1
H -11.493 -5.468 -20.339 0.0 -0.2 -0.1
H -10.702 -6.425 -19.139 -0.3 0.0 -0.2
H -10.129 -4.313 -21.831 0.0 0.2 0.1
H -8.475 -4.103 -21.492 0.1 -0.4 0.0
N -12.777 -1.067 -28.852 -0.3 0.2 0.7
C -12.017 -0.912 -27.703 1.7 -0.7 -0.9
N -11.179 0.143 -27.748 -0.4 1.0 -0.6
O -11.930 -1.770 -26.834 -0.8 0.2 0.3
H -12.596 -0.489 -29.649 -0.1 -0.1 -0.1
H -13.321 -1.901 -28.965 0.1 0.0 0.1
H -11.268 0.797 -28.507 0.0 0.0 0.1
H -10.412 0.350 -27.103 -0.2 -0.3 0.4
C -13.814 -1.420 -22.903 0.7 0.6 0.4
C -12.637 -2.256 -23.362 -0.7 -1.3 -0.5
O -11.483 -1.904 -22.639 0.4 0.3 -0.3
H -13.570 -0.423 -23.279 -0.5 0.1 0.0
H -13.776 -1.315 -21.815 -0.1 -0.2 0.1
H -14.823 -1.704 -23.192 0.2 -0.2 -0.3
H -12.485 -2.135 -24.440 0.2 0.8 0.4
H -12.720 -3.348 -23.285 -0.6 0.1 0.5
H -10.825 -1.661 -23.303 0.2 0.1 0.2
C -17.295 -2.877 -21.178 -1.4 -0.7 0.6
O -17.445 -3.362 -22.506 0.5 0.8 -0.8
H -16.930 -3.671 -20.527 0.5 0.3 0.0
H -16.719 -1.961 -21.106 0.4 -0.3 -0.4
H -18.287 -2.627 -20.788 0.0 0.1 0.1
H -17.706 -4.282 -22.528 0.0 0.0 0.3
C -18.314 -0.166 -23.524 -0.1 -0.3 -0.1
O -17.137 -0.717 -24.089 0.1 0.0 0.4
H -18.565 0.731 -24.089 -0.2 -0.1 0.0
H -19.090 -0.935 -23.598 -0.4 0.4 0.0
H -18.213 0.105 -22.467 0.2 0.0 0.0
H -17.051 -1.563 -23.635 0.3 -0.2 -0.2
C -12.876 1.816 -18.905 0.6 -1.5 0.9
O -13.037 1.047 -20.081 -0.4 0.9 -0.8
H -13.716 1.660 -18.221 -0.2 0.4 0.0
H -12.013 1.399 -18.372 0.1 0.2 0.2
H -12.656 2.872 -19.041 -0.3 0.0 -0.7
H -13.020 0.109 -19.843 0.1 0.0 0.5